Below is an isolated molecule of C9H10O2S2 at a distorted geometry, with properties calculated with ωB97M-V/def2-TZVPD.

The HOMO-LUMO gap is 0.3009 Ha. Its highest occupied orbital energy is -8.44 eV. The total energy is -35259.43812 eV. The SMILES is CC(=O)O[C@]1(C(=S)S)C=CC=CC1. The relative energy (zero: lowest compared OMol25 entry of this formula, charge and spin) is 41.8 kcal/mol. Its total charge is 0.

The geometry in XYZ format:
```
23
Properties=species:S:1:pos:R:3:forces:R:3:lowdin_charge:R:1
S -2.03072 -2.16877 -0.70105 0.0 0.0 0.0 0.72
S 0.86980 -2.85524 -0.79451 0.2 0.1 0.0 0.83
O -0.00111 1.86025 1.69541 0.1 0.0 0.0 0.12
O -0.39192 -0.32099 1.28256 0.2 -0.3 -0.3 0.01
C -1.11297 0.49490 3.34092 0.1 0.0 -0.1 0.03
C -0.74844 0.71878 -0.91712 0.0 0.2 0.3 -0.14
C -0.16096 0.87976 -2.28045 0.1 0.0 0.0 -0.06
C 1.14740 0.72843 -2.48277 -0.3 0.0 -0.3 -0.09
C 2.01616 0.36656 -1.38204 0.1 -0.2 0.5 -0.07
C 0.05259 -0.27855 -0.08409 -1.7 -1.3 -0.8 -0.47
C -0.43005 0.78972 2.02953 -0.1 0.2 0.4 -0.52
C -0.47394 -1.78713 -0.56265 1.0 1.1 0.4 -1.07
C 1.51695 -0.10308 -0.23521 0.3 0.2 0.1 -0.09
H -1.22060 -0.57712 3.47533 0.0 0.0 0.1 0.09
H -1.78873 0.38900 -0.96092 0.1 0.0 0.0 0.08
H 3.07958 0.49681 -1.51002 0.2 -0.1 0.1 0.11
H -0.82740 1.19244 -3.06902 0.0 0.1 -0.2 0.11
H -0.73081 1.69634 -0.42391 0.0 -0.1 0.0 0.13
H 2.13425 -0.36835 0.61065 0.1 0.0 0.0 0.12
H 0.14957 -3.94902 -1.06303 -0.2 -0.1 0.0 -0.11
H -2.09823 0.96014 3.32551 0.0 0.0 0.0 0.09
H 1.59274 0.90238 -3.45020 0.0 0.0 -0.1 0.10
H -0.54316 0.93275 4.15706 0.0 0.0 0.0 0.09
```
Positions in Å, forces in eV/Å.